# 1
{
  "formula": "C8H9NO",
  "method": "wB97M-V/def2-TZVPD",
  "e_above_lowest_kcal_mol": 117.3,
  "gap_ev": [7.3, 7.3],
  "species": ["O", "N", "C", "C", "C", "C", "C", "C", "C", "C", "H", "H", "H", "H", "H", "H", "H", "H", "H"],
  "coordinates": [[-1.624142, 1.702345, 1.142948], [-0.405326, 2.238902, -0.793809], [-0.156331, 2.456297, -1.945822], [-0.601516, -0.667635, 1.308899], [0.042394, -1.856397, 1.652576], [-0.828613, 1.333068, 0.036529], [-0.072547, 0.163414, 0.302243], [1.151704, -0.241043, -0.273149], [1.726964, -1.440806, 0.026838], [1.268697, -2.193027, 1.029253], [0.498945, 3.076895, -2.578396], [-2.217933, 2.281714, 0.740890], [1.511872, 0.412974, -1.090840], [-0.262418, -2.381138, 2.513784], [-1.572867, -0.425674, 1.772731], [2.774055, -1.565150, -0.344515], [1.720701, -3.199632, 1.261891], [-1.396736, 0.112500, -2.774560], [-1.556904, 0.192391, -1.987493]],
  "forces_ev_per_a": [[1.64, -1.04, -0.89], [-0.27, -0.75, 0.01], [-0.03, 1.06, -2.47], [-0.34, -0.98, 0.22], [1.33, 1.43, -0.83], [0.27, 1.00, 1.99], [0.87, -2.16, 0.88], [-1.94, 2.19, -1.50], [3.32, 1.36, -1.08], [-1.82, -3.13, 1.93], [0.08, -0.25, 1.20], [-2.07, 1.78, -0.45], [0.25, -0.53, 0.65], [-0.62, -0.85, 0.60], [0.85, -0.08, -0.21], [-1.16, -0.45, -0.08], [-0.25, 1.41, -0.05], [-0.37, 0.25, 1.79], [0.27, -0.27, -1.71]]
}

# 2
{
  "formula": "C24H44ClN4O33PS8",
  "method": "wB97M-V/def2-TZVPD",
  "gap_ev": 8.4,
  "species": ["Cl", "S", "S", "S", "S", "S", "S", "S", "S", "P", "O", "O", "O", "O", "O", "O", "O", "O", "O", "O", "O", "O", "O", "O", "O", "O", "O", "O", "O", "O", "O", "O", "O", "O", "O", "O", "O", "O", "O", "O", "O", "O", "O", "N", "N", "N", "N", "C", "C", "C", "C", "C", "C", "C", "C", "C", "C", "C", "C", "C", "C", "C", "C", "C", "C", "C", "C", "C", "C", "C", "C", "H", "H", "H", "H", "H", "H", "H", "H", "H", "H", "H", "H", "H", "H", "H", "H", "H", "H", "H", "H", "H", "H", "H", "H", "H", "H", "H", "H", "H", "H", "H", "H", "H", "H", "H", "H", "H", "H", "H", "H", "H", "H", "H", "H"],
  "coordinates": [[1.725697, 0.875261, -0.665675], [5.379632, 2.762703, -6.422435], [-3.650139, 6.146425, 7.274500], [-2.058998, 0.301766, 3.682335], [6.643725, -0.466571, -1.035090], [-3.789345, -3.904478, -2.028158], [-4.985678, -0.139774, -1.137286], [-2.762110, -3.433719, 6.105844], [4.187015, -0.945627, -5.740743], [-0.398018, 0.301553, -3.366202], [5.565910, 1.405263, -6.068499], [-4.191226, -5.275818, -2.751664], [6.819845, 0.182582, 0.423897], [-0.937856, 0.548882, 2.851016], [-7.052994, 0.412751, 0.549466], [5.685375, 0.656884, -1.645210], [4.248576, -0.042143, -7.096755], [5.543465, 3.684932, -5.119535], [-3.319741, 7.519255, 7.377024], [-0.960590, 1.624597, -1.168143], [-3.349746, -3.933887, 7.522915], [-1.406406, -4.295113, 6.142070], [-2.301211, 5.279918, 7.313464], [-0.670051, 2.700136, 0.781722], [7.888101, -0.408951, -1.715580], [5.233483, -2.069503, -6.207611], [-0.690578, -1.171440, -4.021920], [-2.452079, -4.001750, -1.564000], [-4.767054, -4.041617, -0.768255], [2.889323, -1.526867, -5.719751], [6.696502, 3.271495, -7.196294], [-2.350660, -0.984612, 4.206354], [-3.360078, 0.870882, 2.925609], [-4.470902, 5.636087, 6.235495], [-2.447185, -2.060812, 6.201346], [-2.062465, 1.348791, 4.901394], [4.720233, -0.279322, -4.618825], [-4.246591, 5.662501, 8.681868], [-4.229412, -2.828008, -2.838667], [5.923167, -1.679038, -0.897289], [-3.582967, -3.947684, 5.069186], [-0.430503, 0.435008, 0.637373], [4.233225, 3.199827, -7.132678], [-6.489023, 2.355526, 1.395732], [0.479201, -1.505693, -0.121511], [-1.595238, 1.264374, -4.117659], [-5.524733, 1.978657, 0.482691], [6.379642, 1.545635, 0.396874], [-2.132910, 4.684315, 8.605824], [5.460312, -1.966299, -7.614090], [6.823174, 4.325891, -5.124141], [-3.368209, 0.685005, -1.131556], [-4.907933, -6.110254, -1.832704], [-4.087588, 1.741049, 3.799604], [7.172369, 4.477965, -6.589782], [-2.265318, -0.360738, -1.188064], [-3.542755, 4.495082, 9.124926], [-2.635014, -5.094166, 7.955498], [2.857903, -1.845553, -2.788285], [-0.675812, 1.706678, 0.164914], [-3.021065, 2.388517, 4.655103], [1.064452, -2.388955, -1.134482], [-1.229484, -4.890780, 7.429513], [0.246176, -0.168628, -0.505182], [-5.876023, 0.812714, 0.009104], [-0.847905, 0.207755, -1.526912], [5.255632, 1.555213, -0.615313], [-7.375498, 1.409423, 1.408811], [-5.668988, -5.137294, -0.957509], [2.592119, -2.233506, -1.333555], [5.312074, -0.498339, -7.934957], [-1.592656, 2.193038, -3.704050], [0.190568, -1.523930, -4.218918], [-0.387359, -1.876041, 0.251631], [8.239902, 4.590640, -6.757775], [4.688722, -2.554785, -8.116380], [6.440314, -2.359873, -7.870273], [-3.103954, -5.973245, 7.506958], [-3.415346, 2.768758, 5.594158], [-5.561298, -6.791667, -2.370262], [-0.664895, -4.196212, 8.055369], [-4.018282, 3.619152, 8.677605], [6.642158, 5.319976, -7.040363], [-8.251962, 1.404761, 2.035260], [0.568042, -2.328117, -2.109178], [-6.563271, -4.762923, -1.460084], [-4.181021, -6.683879, -1.253676], [6.766316, 5.281511, -4.609333], [-4.765104, 1.130117, 4.402129], [-0.680233, -5.824402, 7.338897], [3.916367, -1.798629, -3.030850], [-3.308195, 1.307606, -0.238935], [5.077053, 2.544205, -1.029838], [-2.519748, 3.196057, 4.118312], [7.216796, 2.168046, 0.071091], [-1.566206, 5.376603, 9.231540], [-4.664198, 2.463597, 3.226638], [5.067103, -0.333658, -8.981920], [-2.669886, -5.178286, 9.038419], [0.907991, -3.407024, -0.770994], [-1.590113, 3.746492, 8.520319], [-2.511865, 0.841930, -3.955477], [6.057441, 1.862420, 1.384918], [4.329915, 1.170291, -0.185378], [-2.238860, -0.973196, -0.284040], [-3.342777, 1.355802, -1.986954], [3.004601, -1.500020, -0.642479], [6.210786, 0.061464, -7.678702], [2.415607, -2.575075, -3.474728], [3.106096, -3.175847, -1.129411], [2.392389, -0.881393, -3.015262], [-5.945892, -5.566726, 0.001581], [-3.584864, 4.415841, 10.207499], [7.534409, 3.676398, -4.608976], [-2.502840, -1.054137, -2.007587]],
  "forces_ev_per_a": [[0.28, -0.80, -0.63], [0.25, 0.29, 0.23], [0.09, -0.24, 0.21], [-0.28, 0.32, -0.04], [-0.14, 0.28, 0.04], [-0.23, -0.30, 0.15], [-0.52, -0.73, 0.02], [0.10, -0.10, 0.14], [-0.31, -0.30, -1.32], [2.19, 1.22, -0.44], [1.38, 2.21, 0.26], [-0.26, 0.24, 0.00], [-0.31, -0.12, -0.06], [-0.27, -0.23, 1.15], [-0.29, -0.81, -0.17], [0.33, 0.07, 0.09], [-0.86, -1.91, -0.05], [-0.08, 0.14, -0.32], [-0.20, 0.07, -0.11], [0.47, 0.06, 0.01], [0.30, 0.17, 0.02], [-0.29, -0.17, -0.02], [-0.30, -0.19, -0.02], [-0.18, 1.03, 0.72], [-0.03, -0.14, -0.09], [0.27, 0.47, 0.20], [-0.35, 0.11, 0.57], [0.06, 0.28, 0.00], [0.27, -0.20, -0.03], [-0.14, 0.17, 0.12], [0.06, -0.18, 0.30], [0.27, 0.64, -1.18], [0.32, 0.14, 0.00], [0.09, 0.14, -0.15], [-0.24, -0.62, 1.19], [-0.30, -0.24, -0.01], [-0.18, -0.32, 0.34], [0.34, 0.18, 0.06], [0.23, 0.05, -0.14], [0.17, -0.12, 0.01], [0.03, 0.07, -0.07], [1.19, 0.76, -1.41], [-0.09, -0.13, 0.05], [-0.68, -0.65, 0.11], [0.43, 0.32, -0.69], [-0.57, -1.09, 0.87], [0.15, -0.52, -0.34], [0.30, 0.32, -0.21], [0.19, 0.17, 0.37], [-0.42, -0.38, -0.42], [0.41, -0.19, 0.17], [0.06, 0.57, 0.42], [0.22, -0.26, 0.35], [-0.32, -0.07, 0.34], [-0.21, 0.42, -0.09], [0.60, -1.43, -0.97], [-0.09, -0.42, -0.20], [-0.11, -0.40, -0.20], [-0.05, -0.13, 0.24], [-0.49, -1.18, -0.43], [0.09, 0.42, -0.26], [0.54, -0.67, 0.41], [0.18, 0.19, 0.34], [-1.50, -0.30, 1.67], [0.33, 1.70, 0.82], [-1.45, 1.04, -0.65], [-0.40, -0.01, 0.29], [1.25, 1.10, -0.18], [-0.41, -0.01, -0.22], [-0.21, 0.07, -0.58], [0.28, 0.13, 0.03], [0.07, 0.01, -0.12], [-0.20, -0.11, -0.20], [0.09, 0.00, 0.09], [0.00, -0.23, -0.09], [0.06, -0.01, -0.08], [0.05, -0.01, 0.26], [0.05, -0.03, 0.03], [0.11, -0.14, 0.09], [0.06, 0.13, -0.22], [-0.02, -0.03, 0.03], [0.04, -0.03, 0.03], [0.03, 0.03, 0.04], [-0.09, -0.42, -0.29], [-0.14, 0.11, 0.12], [0.00, -0.03, 0.00], [-0.04, -0.01, 0.02], [-0.23, -0.03, 0.01], [0.00, 0.04, 0.02], [-0.01, 0.03, -0.23], [-0.03, 0.10, 0.19], [-0.10, -0.07, -0.01], [0.06, -0.09, -0.22], [-0.04, 0.01, 0.00], [-0.03, 0.03, 0.01], [-0.02, -0.02, 0.02], [0.13, -0.12, -0.20], [-0.25, 0.07, 0.08], [-0.10, 0.21, 0.00], [-0.31, 0.12, -0.02], [-0.01, 0.03, -0.24], [-0.12, 0.32, -0.34], [0.02, -0.26, 0.08], [0.03, 0.01, 0.02], [-0.18, 0.19, 0.04], [0.05, -0.02, 0.05], [-0.05, -0.03, -0.03], [0.06, -0.07, -0.05], [0.00, -0.06, 0.15], [-0.14, 0.02, 0.12], [0.19, 0.04, -0.03], [0.17, 0.15, 0.10], [-0.11, 0.23, 0.00], [0.02, 0.02, -0.02], [-0.03, -0.10, 0.18]]
}

# 3
{
  "formula": "C41H38N2O3PtS2SeSi",
  "method": "wB97M-V/def2-TZVPD",
  "e_above_lowest_kcal_mol": 64.3,
  "gap_ev": [6.1, 6.1],
  "species": ["Pt", "Se", "S", "S", "Si", "O", "O", "O", "N", "N", "C", "C", "C", "C", "C", "C", "C", "C", "C", "C", "C", "C", "C", "C", "C", "C", "C", "C", "C", "C", "C", "C", "C", "C", "C", "C", "C", "C", "C", "C", "C", "C", "C", "C", "C", "C", "C", "C", "C", "C", "C", "H", "H", "H", "H", "H", "H", "H", "H", "H", "H", "H", "H", "H", "H", "H", "H", "H", "H", "H", "H", "H", "H", "H", "H", "H", "H", "H", "H", "H", "H", "H", "H", "H", "H", "H", "H", "H", "H"],
  "coordinates": [[-0.693779, 0.468144, 0.105060], [-2.614579, 0.441344, -1.461040], [-1.179379, 3.176044, -0.386040], [-0.617479, -1.673256, 1.398360], [1.630821, 0.774944, -0.051440], [5.775021, -4.606356, -2.333940], [7.091121, -3.797156, -0.753040], [-1.500079, 2.876044, -1.795040], [-3.531779, -1.270556, 0.583960], [-3.426279, -2.335256, -1.329740], [3.748921, -2.545256, 1.630660], [-3.779879, -2.587556, 0.868660], [-5.345679, 3.699444, 1.460760], [-3.211479, -2.575856, -2.727840], [-3.865779, 3.697044, -0.437040], [4.813421, -3.102656, 0.753060], [1.457521, 2.835344, 1.964860], [1.679421, 2.124844, -2.570240], [0.383121, -2.562856, 0.143260], [2.293421, 2.184844, 1.066960], [-4.148479, -5.298856, 0.775960], [-6.718879, 3.885044, 2.032660], [0.496521, -4.034456, 0.479260], [3.462221, 2.074144, -4.175140], [4.061121, 3.701144, 1.692160], [3.211021, 4.348144, 2.573860], [-0.807179, 4.983244, -0.456440], [-4.264779, 3.382844, 2.280260], [-4.166579, -4.623956, 1.992960], [1.636021, -4.312756, 1.112560], [3.605021, 2.628144, 0.947960], [3.538121, -1.066056, 1.300160], [4.135421, 1.156144, -3.386140], [3.581121, 0.727644, -2.192840], [2.224421, 2.545444, -3.769240], [2.354121, 1.217144, -1.761440], [3.667621, -2.938256, -1.459740], [-3.236079, -1.136556, -0.731540], [2.320821, -3.013256, 1.380460], [5.983421, -3.894356, -1.207340], [-3.739179, -3.269256, -0.362540], [-5.131479, 3.847744, 0.095360], [4.765821, -3.288656, -0.578340], [1.906621, 3.905744, 2.716560], [-3.988979, -3.253156, 2.063060], [-3.937779, -4.638156, -0.423640], [-2.992079, 3.235644, 1.752360], [2.461121, -0.830856, 0.542460], [1.858521, -2.164056, 0.193060], [-2.799779, 3.404444, 0.392660], [2.460121, -2.464756, -1.147440], [-3.900279, -5.172156, -1.359340], [-3.682479, 3.782944, -1.498240], [-2.495779, -3.387456, -2.868240], [-3.974579, -2.728556, 3.005160], [1.814521, -2.181856, -1.970640], [5.096321, 0.774844, -3.701640], [4.270121, 2.124544, 0.260960], [4.225621, -0.315256, 1.657760], [1.959321, -5.270256, 1.475160], [5.079221, 4.043544, 1.575660], [-0.293979, -4.733856, 0.258760], [0.129921, 5.092844, -0.990940], [-6.713179, 4.695044, 2.761860], [-2.161879, 2.982444, 2.396760], [-4.305079, -5.185556, 2.903960], [3.901621, 2.415744, -5.102740], [-7.053579, 2.980344, 2.538660], [4.836221, -4.651156, -2.559940], [4.108421, 0.007744, -1.582740], [1.764721, -2.604656, 2.242860], [-2.806679, -1.660156, -3.163840], [1.681021, 3.242544, -4.391840], [-1.607279, 5.470044, -1.002540], [4.047321, -2.679156, 2.672160], [1.241221, 4.403144, 3.409160], [3.569721, 5.194544, 3.142460], [3.903821, -2.985456, -2.519640], [-4.284179, -6.369256, 0.765760], [0.434821, 2.486844, 2.075060], [5.736721, -3.380456, 1.246160], [-5.963279, 4.080044, -0.556140], [-7.431679, 4.123144, 1.245160], [-4.148179, -2.826756, -3.229040], [-0.097679, -2.377256, -0.819940], [-0.719779, 5.367744, 0.551460], [-3.346279, -0.540656, 1.258560], [-4.431579, 3.247844, 3.340060], [0.712121, 2.497444, -2.268240]],
  "forces_ev_per_a": [[1.28, -0.38, 0.89], [-0.88, 0.01, -0.67], [-0.90, 1.18, 0.27], [0.78, 1.52, -0.86], [0.60, -0.57, 1.04], [0.08, -0.17, -0.29], [-0.10, -0.10, -0.17], [0.19, 0.10, -1.17], [-0.10, 0.07, -0.55], [0.20, 0.69, 0.50], [-0.20, -0.06, 0.10], [-0.21, -0.67, -0.29], [-0.01, -0.01, -0.07], [0.09, -0.07, -0.52], [0.24, 0.02, -0.20], [0.29, -0.21, -0.28], [-0.23, -0.06, 0.12], [-0.02, 0.03, -0.02], [-0.48, 0.22, 0.03], [-0.67, -0.46, -0.46], [0.00, -0.10, -0.11], [0.04, -0.03, 0.04], [-0.06, -0.21, 0.02], [0.02, -0.02, -0.05], [0.16, 0.05, 0.02], [0.05, 0.07, 0.02], [0.44, -0.74, 0.32], [-0.08, 0.04, -0.09], [-0.01, 0.05, 0.09], [0.14, -0.11, -0.08], [0.04, -0.10, -0.07], [0.16, 0.15, 0.20], [0.15, 0.02, -0.09], [0.05, -0.13, 0.19], [-0.02, 0.18, -0.18], [-0.79, -0.25, 0.48], [-0.13, 0.03, -0.24], [-0.27, 0.00, 0.35], [0.02, 0.22, -0.03], [0.17, 0.11, 0.41], [-0.16, -0.24, 0.85], [0.08, 0.02, 0.11], [-0.03, 0.02, 0.40], [-0.01, 0.18, 0.14], [0.03, 0.02, -0.15], [0.06, 0.12, -0.03], [0.06, -0.02, 0.05], [-0.67, 0.77, -0.26], [0.10, -0.24, 0.40], [0.20, -0.16, 0.20], [0.06, -0.27, -0.12], [-0.02, -0.07, -0.12], [-0.05, -0.02, -0.12], [-0.02, 0.01, 0.04], [-0.02, 0.04, 0.10], [-0.02, 0.04, -0.17], [0.08, -0.03, -0.01], [0.14, 0.04, -0.14], [0.12, 0.16, 0.01], [-0.06, -0.32, 0.09], [0.10, 0.01, 0.01], [-0.09, -0.13, -0.04], [0.18, -0.03, -0.02], [-0.11, 0.02, 0.03], [0.10, -0.06, 0.06], [-0.04, -0.04, 0.07], [-0.02, 0.00, -0.05], [-0.06, -0.02, 0.05], [0.09, 0.03, 0.17], [0.09, -0.10, 0.04], [0.16, 0.13, -0.21], [-0.04, -0.16, 0.03], [-0.03, 0.07, -0.03], [-0.22, -0.16, -0.04], [-0.02, 0.03, -0.03], [-0.05, 0.02, 0.06], [0.00, 0.05, 0.06], [-0.12, 0.09, -0.03], [-0.03, -0.09, 0.00], [0.04, 0.01, 0.04], [0.12, -0.02, -0.10], [-0.04, 0.01, -0.03], [-0.05, 0.02, 0.06], [0.03, -0.01, 0.06], [0.14, -0.08, -0.04], [0.04, 0.13, 0.21], [0.02, -0.10, -0.24], [0.04, 0.00, 0.10], [-0.14, 0.04, -0.09]]
}